w.
54
Properties=species:S:1:pos:R:3 method="wB97M-V/def2-TZVPD" homo_ev=-12.120 lumo_ev=-2.40 total_charge=+1
O 0.7359 -2.2093 -3.7235
O -0.5864 -1.5054 1.4516
O -1.9768 -1.6015 -3.5674
O 4.1112 0.7280 0.0850
O 0.8510 1.1080 -3.8467
O 1.7212 -3.3481 2.3154
O 2.2662 -0.2860 -1.9657
O -0.9934 -2.1085 -1.1102
O -3.1517 -2.7069 1.2153
O 1.9059 -0.5969 3.3516
N 1.4504 0.6780 0.5455
C -1.9406 1.0613 -0.5529
C -1.5813 1.3408 0.8856
C 0.8521 1.6483 1.6569
C 1.9647 2.8131 1.7759
C -0.4606 2.2600 1.2113
C -2.0938 0.8000 2.0251
C -3.4157 1.3947 -0.8196
H -2.2926 -0.7776 -3.3193
H 2.5219 0.6260 0.4268
H 1.0933 0.9085 -0.3008
H -3.9208 0.5341 -0.7885
H 0.7737 1.2431 2.7736
H 1.5563 3.4326 2.5481
H 2.9959 2.4425 1.9255
H -0.2558 -1.7324 -0.6424
H -0.2048 -2.0769 -3.6759
H -3.0368 0.0999 2.0677
H 1.8484 -4.2274 2.3876
H -0.7562 -2.3908 1.7709
H 2.6682 -0.0919 3.3859
H -1.2971 1.9104 -1.0332
H -3.7954 2.1811 -0.0810
H 1.9978 -0.9152 4.2384
H -0.3168 3.0284 0.4135
H -0.4980 -2.6415 -1.7595
H -4.1077 -2.4783 1.2118
H -1.6626 0.0984 -0.9642
H -1.7352 1.1536 2.9746
H -0.0857 0.9171 -3.7436
H 1.0441 1.0420 -4.7070
H 1.5852 -1.0274 -2.5071
H -3.5677 1.8421 -1.8403
H 2.4133 -2.8468 2.1181
H 1.1388 -0.2819 0.8411
H 2.0668 3.5653 1.1652
H -1.4380 -1.1367 1.3327
H -2.6098 -2.0409 -2.9223
H 4.1728 0.7551 -0.9343
H 4.4975 1.4607 0.5146
H -0.7441 3.0209 2.0919
H 1.0405 -3.0890 -3.8031
H 2.1120 0.5837 -2.4796
H -2.8599 -2.5606 0.3811

=====

x.
54
Properties=species:S:1:pos:R:3 method="wB97M-V/def2-TZVPD" homo_ev=-11.904 lumo_ev=-2.48 total_charge=+1
O 0.1326 -2.6565 -2.8416
O 3.0729 -0.6225 -2.1836
O 2.2097 -0.3072 0.4953
O 0.8542 1.8299 -3.0178
O -1.6909 2.9708 2.9720
O 1.5279 3.9645 2.0536
O 3.3339 1.9480 0.3215
O 1.9881 1.3387 2.7663
O -0.9590 -0.1429 -3.9519
O 0.0450 2.8465 -0.4183
N 0.8416 -2.5304 -0.0445
C -2.7990 0.7363 0.3449
C -2.1808 -0.4406 0.3665
C 0.0651 -3.7881 0.2654
C -0.6152 -3.4547 1.6394
C -2.0750 -1.2300 1.6543
C -1.9226 -2.7262 1.2968
C -2.8600 1.5618 -0.9275
H -3.2487 1.2885 1.1277
H 0.1121 2.0772 -3.5763
H -0.3493 2.8026 0.4617
H 1.9350 2.3119 2.7175
H -2.7961 -3.1975 1.8044
H 3.1832 2.8977 0.3705
H -2.2006 -2.8763 0.2261
H 1.1662 2.4398 -2.3549
H 0.4666 -1.9789 -3.4466
H -2.3073 2.2394 2.8659
H -0.2492 0.2420 -3.4310
H -0.5543 -4.1138 -0.5665
H -3.2083 2.6000 -0.7344
H 0.7695 -4.6029 0.4699
H 1.8907 0.2504 1.2448
H -2.9723 -1.2212 2.3145
H 1.8796 -2.5161 -0.1052
H 2.6573 1.0506 2.1443
H -0.5444 -4.4091 2.1720
H 0.5258 -1.7896 0.6386
H -1.8071 -0.2357 -3.5216
H 0.6498 -2.2531 -1.0468
H -1.2690 -0.7547 2.1906
H 2.2011 0.4360 -0.1193
H -3.5728 1.0201 -1.5621
H -1.4444 2.8898 3.9022
H 1.5015 4.5036 1.2499
H -0.0838 -2.6575 2.2004
H 4.2030 1.7139 -0.0179
H 3.4669 -0.1570 -2.9371
H 3.3689 -1.4968 -2.4771
H 0.7295 4.2369 2.5384
H 0.8793 2.3831 -0.3177
H -0.3674 -3.3033 -3.3554
H -1.8600 1.6648 -1.3074
H -1.7190 -0.7821 -0.5532

=====

Order from most stable to least stable according to the calculation: x, w

=====

w.
26
Properties=species:S:1:pos:R:3 method="wB97M-V/def2-TZVPD" homo_ev=-8.473 lumo_ev=0.64 total_charge=0
O 0.1886 -0.1621 2.2586
O -0.5335 -1.5205 0.6012
N -0.5487 0.6765 -1.1030
N 0.7354 2.1596 0.0487
N -0.8448 2.9875 -1.4812
C 0.9821 -2.2409 2.4263
C -1.0227 -0.4897 -3.1522
C 0.1214 -1.3131 1.5841
C -0.2433 1.9946 -0.9677
C 2.3412 -2.0948 1.8161
C -1.6791 0.2962 -1.9514
H 3.1493 -2.8192 1.8623
H -0.5116 -1.4339 -3.0592
H -2.3953 -0.2939 -1.3632
H -0.2312 0.6965 1.9827
H -0.1653 0.2351 -3.4973
H -2.2629 1.1065 -2.4492
H 0.0513 -0.1317 -0.9127
H 2.2533 -2.1938 0.7419
H -0.7443 3.9175 -1.0848
H 1.1535 -2.0140 3.4836
H -1.7906 -0.4617 -3.8974
H 0.5545 -3.2725 2.2584
H 1.2808 1.3827 0.3996
H 2.8532 -1.1937 2.1449
H 1.2271 3.0410 0.0595

=====

x.
26
Properties=species:S:1:pos:R:3 method="wB97M-V/def2-TZVPD" homo_ev=-8.378 lumo_ev=0.42 total_charge=0
O 1.4923 1.2407 -2.6629
O 2.7641 1.6493 -0.8071
N 1.1759 1.5204 1.1258
N -0.1254 -0.2284 -0.5092
N -0.5306 1.9874 -0.5406
C -2.4220 -0.6112 0.6145
C 0.6891 -1.4507 -0.6304
C 0.3860 1.0165 -0.5444
C 1.7833 1.3844 -1.4956
C 0.6846 -2.2833 0.7351
C -1.5539 -0.4428 -0.6832
H 0.5662 2.2697 1.4744
H 1.3013 0.8086 1.7464
H -2.1617 -1.4681 1.0823
H 1.6587 -1.1744 -0.8558
H -0.9680 1.9433 0.4128
H 0.2569 -2.2067 -1.2912
H 1.0197 -1.7092 1.5620
H -3.4971 -0.6282 0.4527
H -0.0811 2.8844 -0.7288
H 1.5315 -3.1078 0.7198
H -0.3122 -2.6321 0.9931
H -2.1447 0.2350 1.2625
H -1.9574 0.5007 -1.2053
H -1.7105 -1.4421 -1.1151
H 2.1550 1.9446 0.8881

=====

Order from most stable to least stable according to the calculation: w, x

=====

w.
15
Properties=species:S:1:pos:R:3 method="wB97M-V/def2-TZVPD" homo_ev=-8.905 lumo_ev=0.87 smiles=C#C[C@@H]1SC1(C)C total_charge=0
S 2.0193 1.0083 0.2722
C -0.7981 0.9895 0.1113
C 0.4310 -0.4447 -1.5785
C 0.4655 0.2262 -0.2325
C 0.3904 -0.4972 3.4515
C 0.6880 -0.4300 2.2926
C 1.1434 -0.4542 0.9276
H -0.3841 -1.1678 -1.6079
H 1.6710 -1.3792 0.6912
H -1.6139 0.2843 0.2647
H 0.2561 0.3030 -2.3519
H -0.6626 1.5657 1.0246
H 0.1570 -0.5498 4.4718
H -1.0778 1.6671 -0.6933
H 1.3654 -0.9544 -1.7998

=====

x.
15
Properties=species:S:1:pos:R:3 method="wB97M-V/def2-TZVPD" homo_ev="-7.545 / -7.543" lumo_ev="-0.38 / -0.37" total_charge=0
S -0.3627 2.6131 0.4078
C 0.8291 -0.4224 -1.1644
C -0.3133 -0.7899 -1.8504
C -0.8780 0.0580 1.3844
C -1.2603 1.2126 0.7234
C 1.2156 -0.6583 0.2379
C 0.1344 -0.9053 1.2740
H -0.4771 -0.5279 -2.9034
H -1.5063 3.2863 0.0005
H -1.2726 -1.1675 -1.5362
H -1.6241 -0.0054 2.2512
H 1.5659 0.1538 -1.6526
H 0.2061 -1.6877 1.9834
H 1.6936 0.2122 0.4844
H 2.0496 -1.3718 0.3599

=====

Order from most stable to least stable according to the calculation: w, x

=====

w.
19
Properties=species:S:1:pos:R:3 method="wB97M-V/def2-TZVPD" homo_ev=-10.162 lumo_ev=0.67 smiles=C[C@H](O)CCO.O total_charge=0
O -1.7692 1.9408 1.1114
O -1.4139 -0.4198 -0.9050
O 0.3911 -2.6878 0.4429
C 0.0317 -0.0787 -0.6484
C 0.5335 1.3116 -1.1342
C 0.3739 -0.2597 0.8465
C 1.1983 -1.5991 0.8353
H 0.9518 0.6168 1.1804
H -2.4427 1.7570 1.7847
H 1.5932 1.4340 -0.7246
H 0.4967 1.2815 -2.3050
H -0.1789 -2.3829 -0.2629
H -1.5306 -0.0947 -1.8275
H -0.5381 -0.4305 1.3940
H 2.0976 -1.4841 0.1853
H -2.0311 1.3507 0.4031
H 0.5500 -0.7977 -1.3348
H -0.0484 2.3117 -0.7827
H 1.7351 -1.7693 1.7414

=====

x.
19
Properties=species:S:1:pos:R:3 method="wB97M-V/def2-TZVPD" homo_ev=-9.965 lumo_ev=0.79 smiles=C[C@@H](O)CCO.O total_charge=0
O -0.5192 -0.9665 2.5646
O 0.9485 -1.0722 -1.2535
O -2.4872 2.4186 -4.3758
C 0.7989 -0.4466 2.6438
C 0.4163 -0.6597 -0.0055
C 0.0385 0.8814 -0.0832
C 1.3835 -0.8017 1.2587
H 1.7827 -1.8519 1.1859
H -0.5462 1.3023 -1.1243
H 0.2825 -1.6751 -1.5238
H 1.3772 -0.9695 3.4672
H -0.2706 1.4096 0.8436
H -3.0038 2.9126 -3.7224
H -1.9153 3.1229 -4.7790
H -0.7003 -1.5534 3.3250
H 1.0059 1.2962 -0.4465
H 2.3486 -0.2283 1.2423
H 0.7626 0.6187 3.0435
H -0.4826 -1.2631 0.1239

=====

Order from most stable to least stable according to the calculation: w, x